(1)
Below is an isolated molecule of C3H6N2O in a non-equilibrium geometry, with properties calculated with the ωB97M-V functional and the def2-TZVPD basis.

CARTESIAN COORDINATES (ANGSTROEM)
H1 -0.655828 -1.514093 -0.902496
N1 -1.199107 -0.741560 -0.559566
C1 -0.639906 0.246075 0.042658
C2 -1.920653 1.121994 0.352109
O1 -2.113111 2.172352 0.899608
N2 0.691364 0.405108 0.298720
C3 1.649068 -0.613097 -0.111306
H2 -2.592161 0.365010 -0.143132
H3 1.040588 1.214939 0.785420
H4 1.447332 -1.577710 0.374638
H5 2.663470 -0.308785 0.161656
H6 1.628946 -0.770231 -1.198310

Atoms 1-2, force components in eV/Å:
0.7 -0.1 0.0
0.3 -0.4 -0.2

Computed properties:
Total charge: 0
ΔE to the lowest compared entry with this formula, charge and spin (eV): 2.133
2S+1: 1
Gap between HOMO and LUMO (eV): 10.37



(2)
Below is an isolated molecule of C3H6N2O, with properties calculated with the ωB97M-V functional and the def2-TZVPD basis.

CARTESIAN COORDINATES (ANGSTROEM)
N1 1.727532 -0.051774 -0.303196
C1 0.882784 0.823439 0.299134
O1 1.104864 2.000208 0.505380
C2 -0.452122 0.178131 0.696065
C3 -1.320839 -0.289610 -0.491404
N2 -0.556817 -1.192094 0.777495
H1 2.679915 0.226536 -0.479369
H2 1.504859 -1.031788 -0.195330
H3 -0.999289 0.825891 1.394146
H4 -0.821247 -0.132911 -1.444898
H5 -2.340049 0.077294 -0.392248
H6 -1.409592 -1.433319 -0.365777

Atoms 1-2, force components in eV/Å:
0.1 0.0 0.1
0.0 0.1 -0.1

Computed properties:
Total charge: 0
ΔE to the lowest compared entry with this formula, charge and spin (eV): 3.960
2S+1: 1
Gap between HOMO and LUMO (eV): 9.71



Which E belongs to each record? In order, -8234.5658, -8232.7391 eV.